Below is a 2-piece molecular cluster, C3H8NO3 overall, with properties calculated with ωB97M-V with the def2-TZVPD basis set.

Positions of all 15 atoms, in Å:
C1 0.065 -0.712 1.846
N1 -1.047 -0.031 1.145
C2 -0.524 1.243 0.576
C3 0.581 0.987 -0.556
O1 1.541 1.777 -0.518
O2 0.395 0.057 -1.388
H1 1.052 -0.399 1.484
H2 -0.154 -1.764 1.947
H3 0.227 -0.227 2.842
H4 -1.197 -0.692 0.386
H5 -0.138 1.786 1.437
H6 -1.315 1.768 0.054
H7 -0.456 -1.438 -1.191
H8 -0.256 -2.909 -1.730
O3 -0.816 -2.346 -1.167

Molecular weight, g/mol: 106.1
LUMO energy, eV: 4.0
Charge: -1
ΔE to the lowest compared entry with this formula, charge and spin, kcal/mol: 22.3
Kohn-Sham gap, eV: 8.1
E, hartree: -399.6423

---

Below is a 3-piece molecular cluster, C3H12N2S2 overall, with properties calculated with ωB97M-V with the def2-TZVPD basis set.

Positions of all 19 atoms, in Å:
C1 -1.486 1.453 -0.874
C2 -1.011 0.010 -0.865
N1 0.083 -0.169 -1.792
N2 -2.064 1.711 0.455
H1 -0.602 2.049 -1.063
H2 -2.249 1.616 -1.627
H3 -0.779 -0.175 0.199
H4 -1.873 -0.621 -1.126
H5 0.286 -1.158 -1.976
H6 0.938 0.159 -1.353
H7 -1.305 1.640 1.125
H8 -2.454 2.646 0.514
C3 1.971 -2.147 1.408
S1 0.815 -2.281 0.059
S2 1.108 1.416 1.021
H9 2.696 -1.358 1.244
H10 2.524 -3.092 1.352
H11 1.463 -2.075 2.345
H12 1.940 0.377 0.955

Molecular weight, g/mol: 140.3
LUMO energy, eV: -4.2
ΔE to the lowest compared entry with this formula, charge and spin, kcal/mol: 116.5
Kohn-Sham gap, eV: 4.3
E, hartree: -1027.1884

---

Below is a 2-piece molecular cluster, C7H16BF2N4O5 overall, with properties calculated with ωB97M-V with the def2-TZVPD basis set.

Positions of all 35 atoms, in Å:
C1 -0.605 -2.874 1.840
O1 -0.464 -1.848 0.797
C2 -0.148 -0.521 1.347
C3 1.465 -0.211 1.046
N1 1.768 1.278 1.058
C4 -1.136 0.571 0.575
C5 -2.726 0.403 0.943
N2 -2.998 -0.229 2.301
N3 -3.480 -0.278 -0.203
N4 -3.293 1.836 1.015
H1 -0.338 -2.526 2.925
H2 0.110 -3.799 1.607
H3 -1.710 -3.304 1.737
H4 -0.358 -0.391 2.491
H5 2.182 -0.737 1.816
H6 1.639 -0.583 -0.075
H7 2.302 1.566 1.911
H8 2.313 1.492 0.186
H9 -0.987 0.366 -0.589
H10 -0.840 1.686 0.787
H11 -3.940 0.141 2.630
H12 -3.196 -1.252 2.117
H13 -3.309 -1.311 -0.203
H14 -4.489 -0.059 -0.054
H15 -2.842 2.388 0.244
H16 -2.922 2.259 1.917
B1 2.099 0.536 -3.951
O2 2.424 1.580 -2.973
C6 3.669 1.344 -2.539
O3 4.249 2.031 -1.714
C7 4.197 0.176 -3.191
O4 5.305 -0.305 -3.018
O5 3.284 -0.324 -4.035
F1 1.821 1.134 -5.247
F2 0.952 -0.235 -3.498

Molecular weight, g/mol: 285.0
LUMO energy, eV: 2.7
Charge: -1
Kohn-Sham gap, eV: 9.2
E, hartree: -1096.3573

---

Below is a 2-piece molecular cluster, C2H4N2O2 overall, with properties calculated with ωB97M-V with the def2-TZVPD basis set.

Positions of all 10 atoms, in Å:
C1 1.211 0.081 0.094
C2 1.081 -0.983 1.042
N1 1.210 0.867 -0.686
N2 -1.676 0.943 -1.131
O1 -1.804 0.097 -0.286
O2 -2.559 1.427 -1.782
H1 2.076 -1.497 1.204
H2 0.170 -1.688 0.872
H3 0.974 -0.379 2.004
H4 -0.684 1.134 -1.332

SMILES string: O=[NH+][O-].CC#N
Molecular weight, g/mol: 88.1
LUMO energy, eV: 0.5
ΔE to the lowest compared entry with this formula, charge and spin, kcal/mol: 110.3
Kohn-Sham gap, eV: 11.9
E, hartree: -338.4774

---

Below is a 2-piece molecular cluster, C3H5BrO overall, with properties calculated with ωB97M-V with the def2-TZVPD basis set.

Positions of all 10 atoms, in Å:
C1 1.230 -0.303 -0.556
C2 0.346 -0.880 0.197
C3 -2.156 0.604 -0.851
O1 -2.092 1.769 -0.715
Br1 -2.809 -0.275 0.767
H1 1.860 0.461 -0.090
H2 1.287 -0.443 -1.643
H3 -0.302 -1.683 -0.069
H4 0.274 -0.572 1.273
H5 -2.262 2.052 0.187

Molecular weight, g/mol: 137.0
LUMO energy, eV: 0.5
ΔE to the lowest compared entry with this formula, charge and spin, kcal/mol: 72.5
Kohn-Sham gap, eV: 9.6
E, hartree: -2766.4205

---

Below is one molecule with the formula C9H9N3O, with properties calculated with ωB97M-V with the def2-TZVPD basis set.

Positions of all 22 atoms, in Å:
C1 -0.948 2.753 -0.376
C2 -0.278 -2.168 -1.762
C3 1.023 -1.614 -1.754
C4 -1.361 -1.430 -1.391
C5 1.095 -0.269 -1.343
C6 -1.228 -0.120 -0.985
C7 0.014 0.485 -0.955
C8 -0.102 1.339 2.001
C9 0.238 1.941 -0.350
N1 -1.861 3.415 -0.614
N2 0.264 0.735 3.206
N3 0.762 1.490 1.046
O1 2.007 1.161 1.180
H1 -0.326 -3.183 -2.106
H2 1.891 -2.256 -1.946
H3 -2.404 -1.758 -1.457
H4 2.196 -0.104 -1.239
H5 -2.179 0.318 -0.569
H6 -1.109 1.633 1.738
H7 1.134 2.473 -0.753
H8 0.078 1.219 4.146
H9 1.233 0.602 3.010

SMILES string: N#C[C@H](c1ccccc1)/[N+]([O-])=C/N
Molecular weight, g/mol: 175.2
LUMO energy, eV: 0.8
ΔE to the lowest compared entry with this formula, charge and spin, kcal/mol: 76.0
Kohn-Sham gap, eV: 9.2
E, hartree: -587.7412

---

Below is an isolated ion of composition CH2NO4S and charge -1, with properties calculated with ωB97M-V with the def2-TZVPD basis set.

Positions of all 9 atoms, in Å:
C1 1.848 -0.229 0.280
N1 0.756 0.419 0.127
O1 -2.463 -1.116 0.546
O2 0.488 1.528 0.722
O3 -0.243 -0.034 -0.580
O4 -2.563 0.305 -1.533
S1 -2.149 0.145 -0.125
H1 2.542 0.275 0.884
H2 1.784 -1.293 -0.321

Molecular weight, g/mol: 124.1
LUMO energy, eV: 4.1
Charge: -1
ΔE to the lowest compared entry with this formula, charge and spin, kcal/mol: 99.8
Kohn-Sham gap, eV: 8.7
E, hartree: -793.1372

---

Below is C32H31NO2P2ReS2 as an isolated structure, with properties calculated with ωB97M-V with the def2-TZVPD basis set.

Positions of all 71 atoms, in Å:
Re1 -0.510 0.400 0.210
C1 -3.686 -3.907 -3.303
C2 -2.817 -2.897 -2.590
O1 -3.318 -2.749 -1.252
P1 -2.602 -1.664 -0.297
S1 -2.745 0.194 -0.994
S2 -0.662 -2.083 -0.047
O2 -3.491 -1.814 1.009
C3 -3.130 -2.706 2.083
C4 -3.576 -4.124 1.802
H1 -3.332 -4.047 -4.325
H2 -4.721 -3.565 -3.336
H3 -3.656 -4.869 -2.790
H4 -2.844 -1.926 -3.090
H5 -1.776 -3.227 -2.546
H6 -3.624 -2.291 2.960
H7 -2.053 -2.644 2.243
H8 -4.646 -4.161 1.598
H9 -3.364 -4.743 2.676
H10 -3.047 -4.542 0.945
C5 5.286 0.546 2.402
C6 5.458 0.183 1.073
C7 4.376 0.188 0.203
C8 3.108 0.549 0.656
C9 2.938 0.907 1.995
C10 4.027 0.908 2.859
P2 1.610 0.687 -0.405
C11 2.087 -0.370 -1.834
C12 2.008 0.076 -3.148
C13 2.231 -0.798 -4.206
C14 2.536 -2.129 -3.963
C15 2.613 -2.585 -2.652
C16 2.387 -1.713 -1.600
C17 1.803 2.384 -1.050
C18 2.948 2.965 -1.521
C19 2.916 4.296 -1.983
C20 1.751 5.013 -1.944
C21 0.555 4.443 -1.443
C22 -0.658 5.169 -1.360
C23 -1.763 4.550 -0.852
C24 -1.723 3.203 -0.425
C25 -0.581 2.425 -0.477
C26 0.580 3.098 -0.996
H11 6.133 0.541 3.078
H12 6.439 -0.104 0.712
H13 4.520 -0.098 -0.832
H14 1.942 1.169 2.341
H15 3.887 1.189 3.896
H16 1.763 1.112 -3.347
H17 2.163 -0.434 -5.224
H18 2.708 -2.809 -4.788
H19 2.842 -3.625 -2.451
H20 2.434 -2.077 -0.579
H21 3.884 2.415 -1.534
H22 3.823 4.753 -2.362
H23 1.730 6.041 -2.291
H24 -0.690 6.199 -1.697
H25 -2.698 5.095 -0.775
H26 -2.644 2.774 -0.043
N1 -0.190 0.953 1.957
C27 -1.159 0.507 2.854
C28 -2.463 1.026 2.857
C29 -3.395 0.621 3.802
C30 -3.060 -0.311 4.777
C31 -1.774 -0.846 4.779
C32 -0.844 -0.452 3.833
H27 -2.724 1.762 2.105
H28 -4.396 1.038 3.773
H29 -3.787 -0.616 5.521
H30 -1.498 -1.584 5.525
H31 0.158 -0.869 3.828

Molecular weight, g/mol: 773.9
LUMO energy (spin up / spin down), eV: 2.6 / 2.6
Charge: -1
ΔE to the lowest compared entry with this formula, charge and spin, kcal/mol: 5.9
Kohn-Sham gap (spin up / spin down), eV: 5.4 / 5.4
E, hartree: -3000.7765

---

Q: Number 2 is which compound?
A: C3H12N2S2

---

Q: Number 4 is which compound?
A: C2H4N2O2

---

Repeat the fourth record exactly.
Below is a 2-piece molecular cluster, C2H4N2O2 overall, with properties calculated with ωB97M-V with the def2-TZVPD basis set.

Positions of all 10 atoms, in Å:
C1 1.211 0.081 0.094
C2 1.081 -0.983 1.042
N1 1.210 0.867 -0.686
N2 -1.676 0.943 -1.131
O1 -1.804 0.097 -0.286
O2 -2.559 1.427 -1.782
H1 2.076 -1.497 1.204
H2 0.170 -1.688 0.872
H3 0.974 -0.379 2.004
H4 -0.684 1.134 -1.332

SMILES string: O=[NH+][O-].CC#N
Molecular weight, g/mol: 88.1
LUMO energy, eV: 0.5
ΔE to the lowest compared entry with this formula, charge and spin, kcal/mol: 110.3
Kohn-Sham gap, eV: 11.9
E, hartree: -338.4774

---

Q: What is the formula in the second record?
A: C3H12N2S2